No. 1
The following is a DFT calculation (ωB97M-V/def2-TZVPD) of a 18-piece molecular cluster, C51H136F9N11O32S3 overall at a distorted geometry.

As for the net charge: +4. The value obtained for the HOMO energy is -12.97 eV. The LUMO energy comes out at -8.64 eV.

Last column: Löwdin charge in e.
Cartesian coordinates (Å):
C1 -2.8442 0.5430 -3.5359  -0.019
C2 -4.1124 0.9951 -2.8289  -0.224
C3 -5.4385 0.3569 -3.4512  -0.159
O1 -5.3026 -1.0477 -3.6392  -0.210
C4 -6.5140 -1.5482 -4.2706  -0.052
N1 -4.1110 0.4744 -1.3645  0.212
H1 -3.9483 -0.5167 -1.2584  0.084
H2 -3.2866 0.6298 -0.8021  0.076
H3 -4.8744 0.7539 -0.7650  0.150
H4 -2.9845 0.6805 -4.6080  0.088
H5 -2.6884 -0.5054 -3.2815  0.075
H6 -2.0428 1.1578 -3.1261  0.066
H7 -4.1187 2.0735 -2.6706  0.132
H8 -5.5442 0.8341 -4.4255  0.125
H9 -6.3499 0.5263 -2.8779  0.126
H10 -6.4403 -2.6301 -4.1607  0.103
H11 -6.6859 -1.2967 -5.3172  0.089
H12 -7.4611 -1.2753 -3.8053  0.097
C5 -2.2318 4.5449 1.8924  -0.032
C6 -2.7026 4.9647 0.5208  -0.265
C7 -2.5037 6.4684 0.2358  -0.154
O2 -2.9651 6.7538 -1.0795  -0.178
C8 -4.3816 6.5902 -1.2531  -0.084
N2 -2.1504 4.0570 -0.6567  0.264
H13 -2.2986 3.0957 -0.3846  0.091
H14 -2.6278 4.2684 -1.5213  0.141
H15 -1.1559 4.2144 -0.7363  0.114
H16 -2.0635 3.4828 2.0703  0.088
H17 -2.8688 4.9948 2.6539  0.098
H18 -1.2871 5.0259 2.1459  0.069
H19 -3.7659 4.7307 0.5716  0.130
H20 -1.4372 6.6887 0.2812  0.136
H21 -3.0414 6.9730 1.0386  0.142
H22 -4.6372 6.8501 -2.2803  0.099
H23 -4.9036 7.3201 -0.6343  0.100
H24 -4.8427 5.6499 -0.9507  0.076
C9 0.0913 -3.4947 0.9782  -0.019
C10 0.7231 -4.6608 0.2887  -0.320
C11 1.4538 -5.7610 0.9997  -0.185
O3 2.0290 -6.7192 0.1170  -0.170
C12 2.7254 -7.7646 0.7149  -0.092
N3 -0.3059 -5.2411 -0.6580  0.261
H25 -0.7321 -4.5492 -1.2578  0.130
H26 0.0198 -6.0161 -1.2178  0.170
H27 -1.0190 -5.5216 -0.0001  0.143
H28 -0.2830 -2.7290 0.2987  0.080
H29 0.8566 -2.9155 1.4949  0.082
H30 -0.5629 -3.9775 1.7043  0.087
H31 1.5059 -4.2955 -0.3760  0.122
H32 0.8104 -6.3910 1.6139  0.128
H33 2.1333 -5.4552 1.7952  0.110
H34 3.6331 -7.4312 1.2178  0.096
H35 2.9635 -8.4749 -0.0769  0.102
H36 2.1374 -8.3245 1.4422  0.094
C13 0.1214 -5.3730 6.5002  -0.007
C14 1.5003 -5.1043 5.7293  -0.221
C15 2.2354 -6.4360 5.3454  -0.168
O4 3.2359 -6.3823 4.3247  -0.189
C16 4.4510 -5.7932 4.8173  -0.072
N4 1.1773 -4.3580 4.3958  0.244
H37 2.0022 -4.1276 3.8605  0.068
H38 0.5855 -4.9308 3.8112  0.140
H39 0.7226 -3.4626 4.5042  0.087
H40 -0.6044 -4.6059 6.2302  0.078
H41 0.2040 -5.3913 7.5869  0.088
H42 -0.1906 -6.4003 6.3118  0.075
H43 2.0515 -4.4518 6.4064  0.127
H44 1.4063 -7.0363 4.9707  0.122
H45 2.6687 -6.8674 6.2477  0.139
H46 4.2603 -4.7548 5.0884  0.067
H47 5.1607 -5.7687 3.9904  0.087
H48 4.8812 -6.2702 5.6979  0.100
C17 1.6588 1.3491 -7.2203  -0.018
C18 0.7117 1.7338 -6.1045  -0.277
C19 1.3542 1.9627 -4.7019  -0.114
O5 0.2409 2.3752 -3.8486  -0.210
C20 0.6389 2.6828 -2.5410  -0.094
N5 -0.1411 2.9565 -6.4739  0.245
H49 -0.8320 3.0892 -5.7492  0.151
H50 0.3900 3.8155 -6.4678  0.169
H51 -0.5877 2.8782 -7.3765  0.168
H52 1.0932 1.2191 -8.1430  0.087
H53 2.1193 0.3822 -7.0170  0.086
H54 2.4849 2.0450 -7.3665  0.096
H55 -0.0497 0.9758 -5.9203  0.133
H56 2.1764 2.6748 -4.6319  0.125
H57 1.7324 1.0469 -4.2475  0.110
H58 -0.2637 2.5451 -1.9456  0.071
H59 1.0360 3.6865 -2.3892  0.088
H60 1.3768 2.0068 -2.1091  0.074
C21 -3.4354 -0.7364 -9.0473  -0.016
C22 -2.5783 -1.1237 -7.7940  -0.286
C23 -3.2401 -2.0182 -6.8224  -0.207
O6 -2.5426 -1.8888 -5.6037  -0.184
C24 -2.9972 -2.8856 -4.6660  -0.056
N6 -1.2015 -1.6946 -8.1872  0.249
H61 -1.3675 -2.6026 -8.5971  0.171
H62 -0.7344 -1.1253 -8.8785  0.159
H63 -0.5804 -1.8527 -7.4066  0.093
H64 -3.8653 -1.5987 -9.5569  0.094
H65 -2.8834 -0.1833 -9.8074  0.083
H66 -4.3970 -0.2411 -8.9125  0.097
H67 -2.2159 -0.1835 -7.3782  0.132
H68 -3.4017 -2.9953 -7.2778  0.156
H69 -4.2527 -1.6291 -6.7161  0.140
H70 -2.6910 -3.8674 -5.0269  0.111
H71 -4.0847 -2.8870 -4.5923  0.077
H72 -2.5781 -2.6406 -3.6900  0.070
C25 6.8386 5.2525 -3.2344  -0.030
C26 5.3365 5.2330 -3.5466  -0.226
C27 4.5359 4.9830 -2.2019  -0.187
O7 5.1406 3.9465 -1.4797  -0.179
C28 4.3943 3.4129 -0.3773  -0.046
N7 4.9849 6.6419 -4.1836  0.236
H73 5.2266 7.3650 -3.5211  0.163
H74 5.6937 6.7756 -4.8907  0.158
H75 4.0774 6.8568 -4.5714  0.166
H76 7.2250 4.3369 -2.7867  0.099
H77 7.1920 6.0184 -2.5440  0.108
H78 7.4523 5.3631 -4.1284  0.092
H79 4.9474 4.5347 -4.2876  0.138
H80 3.5100 4.7515 -2.4885  0.114
H81 4.5953 5.9106 -1.6325  0.140
H82 4.1309 4.1128 0.4157  0.099
H83 4.8964 2.5775 0.1107  0.095
H84 3.4632 2.9987 -0.7643  0.069
C29 0.2385 7.4974 6.7114  -0.033
C30 0.2775 6.2119 5.8842  -0.276
C31 -0.9528 5.2759 5.9419  -0.120
O8 -0.9229 4.1977 4.9536  -0.238
C32 -1.9589 3.2397 5.1575  -0.090
N8 0.7174 6.5830 4.4695  0.246
H85 1.6358 7.0032 4.4643  0.172
H86 0.7112 5.7493 3.8995  0.112
H87 0.0305 7.1877 4.0421  0.164
H88 -0.4264 8.3105 6.4200  0.095
H89 1.2169 7.9498 6.8730  0.093
H90 0.0113 7.2854 7.7562  0.099
H91 1.1733 5.6642 6.1769  0.151
H92 -1.9129 5.7844 5.8540  0.138
H93 -0.8116 4.7436 6.8826  0.138
H94 -1.6379 2.4510 4.4771  0.071
H95 -2.9673 3.6310 5.0227  0.092
H96 -1.9648 2.9287 6.2022  0.100
C33 -5.1608 -3.1042 4.9735  -0.048
C34 -5.1100 -3.0509 3.4860  -0.260
C35 -5.3524 -1.5951 2.8912  -0.143
O9 -4.3441 -0.6714 3.2669  -0.184
C36 -4.3859 0.5617 2.6297  -0.098
N9 -3.7113 -3.4914 2.9918  0.256
H97 -3.5337 -4.3666 3.4636  0.158
H98 -3.7270 -3.6501 1.9945  0.107
H99 -3.0090 -2.7806 3.1393  0.091
H100 -4.4028 -2.4899 5.4595  0.086
H101 -5.0117 -4.1298 5.3112  0.091
H102 -6.0781 -2.7399 5.4361  0.105
H103 -5.9090 -3.7136 3.1536  0.134
H104 -6.3462 -1.3717 3.2792  0.142
H105 -5.2979 -1.7489 1.8134  0.106
H106 -5.3651 1.0404 2.6407  0.102
H107 -3.9648 0.5308 1.6248  0.065
H108 -3.7532 1.1592 3.2860  0.083
C37 1.4167 1.9777 4.7887  -0.025
C38 2.5294 1.1629 4.0848  -0.283
C39 3.5353 0.5355 5.0439  -0.147
O10 3.0060 -0.6628 5.6320  -0.196
C40 3.9142 -1.6148 6.1532  -0.072
N10 1.9038 0.1190 3.2547  0.253
H109 1.2061 0.5028 2.6333  0.126
H110 2.6575 -0.3903 2.8157  0.079
H111 1.4106 -0.5102 3.8718  0.111
H112 0.5643 2.1272 4.1261  0.057
H113 1.7818 2.8855 5.2690  0.085
H114 0.8771 1.4077 5.5451  0.093
H115 3.0692 1.8629 3.4470  0.146
H116 3.7205 1.2276 5.8654  0.136
H117 4.4807 0.3040 4.5533  0.126
H118 4.4331 -1.9496 5.2550  0.073
H119 3.4391 -2.4732 6.6283  0.079
H120 4.6236 -1.2605 6.9011  0.097
C41 3.6724 0.1013 -1.3718  -0.004
C42 5.0049 -0.0100 -2.1697  -0.263
C43 5.9918 -0.9184 -1.4124  -0.198
O11 7.2327 -0.7539 -2.0877  -0.182
C44 8.2735 -1.5138 -1.4216  -0.065
N11 4.8482 -0.6437 -3.5159  0.237
H121 5.0180 0.0784 -4.2014  0.162
H122 5.5809 -1.3319 -3.6145  0.162
H123 3.9195 -0.9971 -3.6968  0.086
H124 2.9483 0.8099 -1.7739  0.046
H125 3.9645 0.5507 -0.4226  0.072
H126 3.1266 -0.8153 -1.1484  0.082
H127 5.5186 0.9325 -2.3590  0.147
H128 5.6808 -1.9629 -1.4318  0.141
H129 6.1074 -0.4208 -0.4495  0.136
H130 9.1344 -1.6678 -2.0721  0.099
H131 7.9505 -2.5070 -1.1096  0.081
H132 8.6211 -1.1161 -0.4681  0.094
O12 0.8994 4.3583 0.3737  0.031
C45 1.4058 4.9334 1.4530  -0.999
O13 2.0494 4.2065 2.1441  0.021
O14 1.4547 6.1601 1.4250  -0.028
H133 0.9989 3.4590 0.6947  0.047
O15 -4.3668 -3.7958 -1.8246  0.122
C46 -3.6130 -3.4634 -0.7818  -0.791
O16 -3.2520 -4.3880 0.0323  -0.068
O17 -3.2598 -2.2704 -0.6306  -0.061
H134 -4.4275 -2.9806 -2.3279  0.062
O18 -0.6177 -0.4206 0.8678  0.091
C47 -0.7160 0.9184 0.6198  -0.814
O19 -1.8236 1.2571 0.1928  -0.066
O20 0.1596 1.7280 0.8259  0.037
H135 -1.5226 -0.7039 0.7178  0.084
O21 -1.3000 -0.2386 4.2142  0.134
C48 -0.7954 -1.4237 4.4364  -0.884
O22 0.1746 -1.6516 5.1526  -0.005
O23 -1.1274 -2.3623 3.7077  -0.041
H136 -1.9492 -0.6735 3.6565  0.077
C49 5.9040 -3.0061 1.9363  -0.568
F1 6.3703 -2.5636 3.1225  0.133
F2 6.5882 -2.4087 0.9431  0.112
F3 6.1253 -4.3586 1.8897  0.105
S1 4.0255 -2.7197 1.7867  0.569
O24 3.5748 -3.0331 0.4012  -0.329
O25 3.3141 -3.5128 2.7992  -0.334
O26 3.9273 -1.2738 2.0050  -0.347
C50 0.5816 -2.4346 -3.2193  -0.773
F4 0.1270 -1.3056 -2.8681  0.198
F5 1.4400 -2.7567 -2.3211  0.179
F6 -0.2868 -3.3711 -3.2350  0.203
S2 1.4724 -2.1649 -4.9754  0.490
O27 0.4320 -1.5955 -5.8121  -0.360
O28 2.5308 -1.1854 -4.8543  -0.351
O29 1.9028 -3.3994 -5.5074  -0.254
C51 -7.5821 -1.4332 -0.2127  -0.625
F7 -7.7675 -0.7886 0.9819  0.076
F8 -8.3244 -0.8514 -1.1574  0.125
F9 -6.2800 -1.3599 -0.4910  0.087
S3 -8.1073 -3.2739 0.0619  0.522
O30 -7.7498 -3.9904 -1.1792  -0.356
O31 -7.3527 -3.7303 1.2713  -0.366
O32 -9.5635 -3.2624 0.2185  -0.322


No. 2
The following is a DFT calculation (ωB97M-V/def2-TZVPD) of an isolated ion of composition C2H6NS and charge +1 at a distorted geometry.

As for the net charge: +1. The value obtained for the HOMO energy is -14.87 eV. The LUMO energy comes out at -6.18 eV.

Last column: Löwdin charge in e.
Cartesian coordinates (Å):
C1 -0.0211 1.0033 0.6150  -0.293
C2 1.2375 -0.5518 -1.2073  -0.235
N1 -0.7272 -0.1636 0.3999  -0.034
S1 1.6304 0.8239 -0.5096  1.117
H1 -0.6057 1.8007 0.1747  0.115
H2 0.4349 1.0769 1.5151  0.058
H3 2.0068 -0.8621 -1.8886  0.054
H4 0.4205 -1.0620 -0.8671  -0.001
H5 -0.8290 -0.9797 0.9644  0.125
H6 -1.2672 -0.2510 -0.4153  0.095


No. 3
The following is a DFT calculation (ωB97M-V/def2-TZVPD) of a 7-piece molecular cluster, C26H43F15O18P2 overall at a distorted geometry.

The value obtained for the HOMO energy is -10.71 eV. The LUMO energy comes out at 0.52 eV. The SMILES is CCOC(=O)C(F)(F)F.CCOC(=O)C(F)(F)F.CCOC(=O)C(F)(F)F.CCOC(=O)C(F)(F)F.CCOC(=O)C(F)(F)F.COP(=O)(OC)OC.COP(=O)(OC)OC.

Last column: Löwdin charge in e.
Cartesian coordinates (Å):
C1 1.4453 -0.0965 -1.9024  -0.051
C2 0.2134 0.2462 -1.0875  -0.214
O1 0.5744 0.0295 0.2571  0.005
C3 0.8922 1.0631 1.0884  -0.324
O2 0.9113 2.2400 0.7900  0.149
C4 1.3845 0.6122 2.5028  -0.495
F1 2.5794 1.2006 2.6848  0.158
F2 0.5087 1.1240 3.4218  0.132
F3 1.5244 -0.7055 2.6042  0.178
H1 2.3821 0.3875 -1.6264  0.070
H2 1.2266 0.0889 -2.9540  0.061
H3 1.6138 -1.1719 -1.8455  0.088
H4 -0.6098 -0.4230 -1.3378  0.111
H5 -0.0682 1.2955 -1.1765  0.103
C5 -0.8406 5.7577 9.3291  -0.060
C6 -1.0742 4.3535 8.7841  -0.177
O3 0.1745 4.0099 8.1186  0.009
C7 0.3006 2.9091 7.3673  -0.355
O4 -0.5636 2.0513 7.2877  0.139
C8 1.6823 2.7684 6.7370  -0.572
F4 1.5600 2.5077 5.4461  0.180
F5 2.3880 3.8470 6.9945  0.196
F6 2.3109 1.7124 7.2892  0.155
H6 -0.8030 6.5196 8.5505  0.079
H7 0.1420 5.8309 9.7954  0.080
H8 -1.6042 6.0427 10.0529  0.079
H9 -1.8975 4.2420 8.0785  0.125
H10 -1.3291 3.6128 9.5421  0.125
C9 4.4197 0.0737 -3.7194  -0.066
C10 5.6072 0.3308 -2.8166  -0.197
O5 5.1176 0.5766 -1.4805  0.014
C11 5.9585 1.1414 -0.6142  -0.337
O6 7.0526 1.6555 -0.8896  0.126
C12 5.3240 1.2118 0.8203  -0.503
F7 6.3357 1.3625 1.7185  0.147
F8 4.4675 2.2341 0.8536  0.175
F9 4.6607 0.0634 1.0924  0.146
H11 3.7612 -0.6891 -3.3037  0.066
H12 4.7324 -0.1390 -4.7416  0.091
H13 3.8471 0.9960 -3.6207  0.081
H14 6.1458 1.2103 -3.1694  0.126
H15 6.2621 -0.5405 -2.8181  0.133
C13 1.0931 -1.1329 6.0281  -0.058
C14 1.4736 -2.5883 5.7411  -0.184
O7 1.6716 -2.8143 4.3177  0.003
C15 0.6611 -3.3172 3.5390  -0.332
O8 -0.4940 -3.4715 3.9370  0.131
C16 1.0652 -3.7529 2.1364  -0.565
F10 1.1640 -5.1069 2.1694  0.146
F11 0.1797 -3.5212 1.2263  0.221
F12 2.2933 -3.2590 1.8245  0.148
H16 1.1361 -0.8767 7.0867  0.083
H17 0.0988 -1.0010 5.6014  0.073
H18 1.7697 -0.4264 5.5472  0.069
H19 0.8616 -3.3649 6.1999  0.125
H20 2.3820 -2.6728 6.3376  0.117
C17 -3.5387 -0.9819 4.0331  -0.035
C18 -2.4589 0.0124 3.4724  -0.183
O9 -2.9110 0.6787 2.2618  -0.015
C19 -2.8972 2.0580 2.0884  -0.322
O10 -2.7933 2.7604 3.0622  0.161
C20 -3.0781 2.5082 0.6553  -0.514
F13 -4.3229 3.1042 0.5040  0.124
F14 -2.1655 3.4308 0.2798  0.162
F15 -3.0360 1.4646 -0.1379  0.186
H21 -4.4016 -0.3801 4.3182  0.073
H22 -3.2349 -1.4701 4.9591  0.075
H23 -3.7970 -1.6617 3.2211  0.075
H24 -1.4578 -0.3493 3.2377  0.100
H25 -2.2897 0.7486 4.2582  0.109
C21 -3.4353 -1.7031 -5.8096  -0.091
O11 -3.4944 -0.4160 -5.2443  -0.228
P1 -2.9949 0.0028 -3.7684  0.457
O12 -1.5956 -0.4378 -3.4026  -0.245
O13 -4.1505 -0.5689 -2.8548  -0.209
C22 -5.4976 -0.2405 -3.1025  -0.094
O14 -3.1522 1.5844 -3.7767  -0.180
C23 -2.1843 2.4265 -3.2641  -0.130
H26 -3.1374 -2.4234 -5.0477  0.095
H27 -2.8113 -1.6373 -6.7009  0.080
H28 -4.4591 -1.9763 -6.0652  0.090
H29 -5.5782 0.7025 -3.6433  0.090
H30 -6.0242 -0.1060 -2.1577  0.095
H31 -5.9049 -1.0937 -3.6449  0.093
H32 -2.6752 3.2596 -2.7611  0.094
H33 -1.6366 2.9669 -4.0362  0.092
H34 -1.3530 2.0611 -2.6613  0.068
C24 -0.6693 -5.2802 -6.6197  -0.070
O15 -0.8058 -3.8271 -6.8207  -0.253
P2 0.4233 -2.9684 -7.4866  0.499
O16 1.2101 -3.7038 -8.5133  -0.252
O17 -0.2950 -1.5664 -8.0104  -0.238
C25 -0.8303 -1.6630 -9.3457  -0.119
O18 1.3216 -2.4537 -6.2057  -0.240
C26 0.7824 -1.4722 -5.2750  -0.084
H35 -0.5455 -5.3504 -5.5391  0.083
H36 0.2311 -5.7326 -7.0355  0.081
H37 -1.5367 -5.8732 -6.9098  0.084
H38 -1.8752 -1.3696 -9.4468  0.077
H39 -0.8144 -2.6041 -9.8955  0.088
H40 -0.3339 -0.8487 -9.8736  0.090
H41 1.0187 -1.9060 -4.3033  0.080
H42 -0.2837 -1.3676 -5.4763  0.061
H43 1.3984 -0.5737 -5.3104  0.085